The ion C5H8NO2 with charge -1. Source: the OMol25 dataset; level of theory: ωB97M-V with the def2-TZVPD basis set.

Structure (XYZ):
```
16
Properties=species:S:1:pos:R:3:forces:R:3:lowdin_charge:R:1
C 1.066 1.132 1.429 -0.0813 1.3935 0.3966 -0.0759
C 1.012 0.384 0.102 1.1999 0.6163 1.8280 -0.2900
N 0.986 -1.079 0.215 -0.0528 0.8970 0.4096 -0.2117
O 1.817 -1.853 -0.456 0.9111 -0.7802 -1.2858 -0.3653
C -0.136 -0.364 -0.354 -1.0878 -2.1545 0.0844 -0.4054
C -1.497 -0.656 0.238 0.2673 4.2227 -0.5564 -0.1039
O -2.125 -0.422 -1.049 0.1643 0.6907 -0.4997 -0.1545
C -0.822 -0.241 -1.688 -0.3920 -3.0451 -1.5987 -0.1113
H 1.632 0.680 2.262 -0.3929 -0.5640 -0.5899 0.0648
H 0.009 1.216 1.683 0.0516 0.2060 0.8478 0.0399
H 1.478 2.191 1.466 -0.5097 -0.9287 -0.7846 0.0652
H 1.526 0.861 -0.711 0.6073 -0.0864 -0.5741 0.1253
H -1.875 -1.549 0.575 0.1173 -2.4623 1.1762 0.0846
H -1.665 0.167 0.974 -0.8134 -0.5184 -0.1858 0.1055
H -0.747 0.682 -2.229 0.0394 0.6180 -0.2468 0.0864
H -0.659 -1.151 -2.457 -0.0284 1.8955 1.5793 0.1465
```
Positions in Å, forces in eV/Å.

The total energy comes out at -400.38330 a.u. The energy above the lowest of the compared OMol25 structures with the same formula, charge and spin comes out at 145.2 kcal/mol. The calculation puts the maximum force at 4.3 eV/A. As for the total charge: -1. Its frontier orbital gap is 0.210 Eh.

A structure of composition C23H50Li2N13O14. Source: the OMol25 dataset; level of theory: ωB97M-V with the def2-TZVPD basis set.

Structure (XYZ):
```
102
Properties=species:S:1:pos:R:3:forces:R:3:lowdin_charge:R:1
Li 1.678 2.254 -2.071 -0.7503 -0.6611 -1.1160 0.7451
Li -1.309 2.622 -2.535 1.5680 -0.6116 -0.3650 0.7868
C -0.331 1.272 -7.003 2.3911 -1.8391 2.5992 -0.0360
C -0.702 2.400 -7.655 -2.9402 -0.1402 -1.0233 -0.4200
C -0.442 3.713 -6.949 -0.1243 4.5663 -4.1605 -0.3667
O -0.483 4.870 -7.511 -0.5799 -2.5720 -0.2725 -0.0420
C -0.035 3.786 -5.668 0.7305 -3.4788 5.6684 -0.0367
C 0.171 2.610 -4.880 -0.2190 0.7742 -4.5242 -0.3865
C 0.042 1.192 -5.602 -1.6030 1.8204 -2.1085 -0.3828
O -0.026 0.164 -4.949 0.5432 -0.7241 1.3169 -0.0130
O 0.533 2.642 -3.692 0.3938 0.0193 4.1936 -0.2275
O -1.519 2.249 -8.614 1.1249 1.6880 -0.0385 -0.0609
H -0.505 0.343 -7.525 -0.1869 -0.1782 0.1701 0.0998
H 0.088 4.704 -5.112 0.0741 0.3851 -0.4294 0.1019
C -0.059 0.644 1.061 0.1638 0.6214 -0.8958 0.0121
C 0.463 1.077 -0.339 -1.4910 -0.1662 0.7880 -0.7182
O -0.256 1.830 -1.043 -1.3566 1.1825 -0.0086 -0.1615
O 1.577 0.745 -0.743 1.8092 -0.3002 0.4926 -0.0704
H 0.612 -0.092 1.503 -0.2745 0.0481 0.1119 0.0693
H -1.103 0.330 1.051 0.4970 -0.7313 -0.3806 0.0357
H -0.147 1.543 1.672 0.5125 0.1149 0.2134 0.0626
C 2.226 4.761 2.015 1.2170 2.8089 -1.6183 -0.7762
O 2.468 5.944 1.743 -0.7802 -0.7185 -0.5241 0.0181
N 1.921 3.765 1.222 -1.1796 -1.1333 -3.1207 0.1928
N 2.304 4.323 3.226 0.4842 -0.0863 5.2846 0.1538
H 1.891 2.837 1.620 -0.0561 -0.0179 -0.6956 0.0785
H 1.732 3.984 0.254 0.1792 -0.4832 0.1946 0.1216
H 2.457 3.354 3.467 -0.0969 0.0534 0.2009 0.0748
H 2.584 5.068 3.847 0.1927 -0.5335 0.3661 0.1262
C 4.966 1.712 0.988 -0.6591 -0.8542 -1.6785 -0.7022
O 5.272 1.918 -0.181 -0.1530 0.2710 0.6554 0.0353
N 5.738 2.003 2.041 1.7290 0.7718 1.4334 0.1498
N 3.822 1.101 1.388 -1.0719 -0.3699 0.4429 0.1629
H 6.605 2.499 1.892 -0.3026 -0.1509 0.0164 0.1111
H 5.442 1.804 2.986 0.1210 0.2513 -0.3644 0.0887
H 3.131 0.728 0.754 0.2942 0.1607 -0.5000 0.0734
H 3.740 0.784 2.343 -0.1098 0.2785 -0.2769 0.0515
C -1.957 3.911 3.742 -0.4677 0.6013 3.8569 -0.8008
O -2.951 3.838 4.443 -1.3367 -0.2825 0.1304 0.0193
N -0.790 4.244 4.244 2.1285 0.7493 1.1281 0.1753
N -1.897 3.635 2.492 -1.2693 -1.0217 -5.0446 0.1745
H -0.042 4.384 3.579 0.4913 0.1950 0.9536 0.0740
H -0.793 4.523 5.215 0.4737 0.0664 -0.4149 0.1209
H -2.832 3.541 2.123 0.4770 -0.0530 -0.5646 0.1043
H -1.152 3.974 1.900 -0.2602 -0.0887 -0.0007 0.1146
C 4.545 -2.050 1.123 2.3143 0.6422 -3.4703 -0.7482
O 4.321 -2.323 -0.058 0.1267 -0.0795 1.1626 0.0533
N 5.697 -1.628 1.631 4.2636 0.1555 0.3226 0.1562
N 3.666 -1.860 2.039 -5.2688 -0.9766 1.7001 0.1558
H 5.843 -1.766 2.620 0.2082 0.2179 -0.3112 0.0982
H 6.533 -1.532 1.073 -0.2410 -0.3700 -0.0424 0.1202
H 3.863 -1.608 2.997 -0.4716 0.2332 -0.6296 0.0826
H 2.798 -1.801 1.527 -0.9377 -0.0642 1.3278 0.1245
C -3.631 0.420 2.766 1.8924 -1.9092 0.8699 -0.7764
O -2.789 -0.378 3.196 -0.2945 0.2389 0.0157 0.0020
N -3.476 1.150 1.713 1.2810 1.8755 -3.4103 0.1704
N -4.819 0.600 3.263 -3.3195 -0.9141 3.3667 0.1691
H -2.611 1.023 1.208 -0.5437 0.6891 -0.2130 0.0800
H -4.189 1.843 1.531 0.6570 -0.1606 -0.6446 0.1162
H -5.500 1.304 3.017 0.4522 -0.2084 0.0352 0.1168
H -4.936 0.098 4.132 -0.4572 0.3130 -0.0469 0.1201
C 2.247 0.097 4.492 1.9342 5.3849 -0.6029 -0.8394
O 2.256 1.227 4.024 0.1738 1.4701 -0.9463 0.0113
N 3.271 -0.363 5.137 4.6246 -2.1326 1.8482 0.1703
N 1.244 -0.629 4.543 -6.1565 -4.8253 -0.1244 0.2234
H 4.100 0.200 5.265 -0.2823 -0.1643 -0.1878 0.1258
H 3.316 -1.346 5.362 0.2502 0.3166 0.3178 0.1146
H 0.324 -0.285 4.307 0.0905 -0.1816 -0.2476 0.1446
H 1.351 -1.544 4.959 -0.7291 0.1952 -0.0886 0.1330
C -1.148 -4.447 -3.791 -1.1080 -0.5977 0.0337 -0.0199
C -1.628 -4.136 -2.359 -0.1661 -0.9300 -0.3348 -0.5216
C -0.610 -3.204 -1.807 0.5320 2.2253 1.9110 -0.1297
C -1.095 -2.474 -0.517 0.5252 -1.2223 -0.4052 -0.1653
C -2.428 -1.813 -0.710 -0.3346 -0.5915 0.6102 -0.1429
C -3.554 -2.791 -1.210 1.4532 -0.8279 1.8379 -0.4556
N -2.986 -3.520 -2.374 -0.8577 0.5749 -0.8494 -0.0431
O -3.995 -4.268 -3.155 1.4262 1.1020 0.9983 -0.0167
C -3.966 -3.768 0.011 -0.5811 1.3059 -0.7657 -0.0177
C -4.691 -1.854 -1.560 -0.4864 -0.3457 -1.2159 -0.0509
C -1.553 -5.389 -1.497 -1.1731 -1.8586 -0.3094 -0.0484
H -1.141 -3.549 -4.409 0.2638 -0.0162 0.1317 0.0986
H -1.826 -5.159 -4.262 -0.1969 0.0203 -0.0624 0.0721
H -0.190 -4.967 -3.765 0.2199 0.4401 0.0954 0.0882
H 0.268 -3.772 -1.498 0.1382 -0.0660 -0.4665 0.1246
H -0.307 -2.445 -2.528 0.0387 -0.0092 -0.0982 0.1277
H -0.328 -1.898 0.001 0.1578 0.8609 -0.8604 0.0907
H -1.204 -3.183 0.305 -0.4533 -0.7354 -0.1208 0.0955
H -2.444 -0.945 -1.369 0.3929 0.0163 -0.0118 0.1164
H -2.690 -1.533 0.311 -0.6248 0.5510 -0.0327 0.1009
H -4.678 -4.500 -0.370 0.4229 -0.5805 -0.0003 0.0680
H -3.154 -4.158 0.625 0.0739 -0.3364 -0.6248 0.0562
H -4.575 -3.246 0.750 -0.0696 0.5750 -0.0939 0.0662
H -5.063 -1.240 -0.740 0.3158 -0.2426 0.3063 0.0809
H -4.314 -1.183 -2.332 -0.1080 0.0720 -0.1087 0.0867
H -5.544 -2.369 -2.003 -0.0547 -0.1346 0.0574 0.0783
H -2.234 -6.150 -1.878 -1.0221 0.1679 -0.0648 0.0741
H -1.821 -5.256 -0.449 0.3532 0.1297 -0.1239 0.0607
H -0.700 -6.060 -1.604 0.9691 0.9246 0.1865 0.0845
H -4.324 -4.970 -2.590 0.0379 -0.3644 0.3893 0.0669
O 2.643 -1.342 -2.305 -0.0989 -0.2037 -0.4444 -0.0532
H 3.308 -1.959 -2.000 0.2159 -0.1057 0.1936 -0.0011
H 2.413 -0.834 -1.528 -0.0951 0.2257 0.1504 -0.0292
```
Positions in Å, forces in eV/Å.

The total energy comes out at -2686.85301 a.u. The energy above the lowest of the compared OMol25 structures with the same formula, charge and spin comes out at 116.7 kcal/mol. The calculation puts the maximum force at 7.8 eV/A. As for the total charge: -1. Its frontier orbital gap is 0.135 Eh.

An isolated molecule of C6H6N4O. Source: the OMol25 dataset; level of theory: ωB97M-V with the def2-TZVPD basis set.

Structure (XYZ):
```
17
Properties=species:S:1:pos:R:3:forces:R:3:lowdin_charge:R:1
O -0.997 0.283 1.594 -3.5375 -2.9897 -2.1347 0.1031
C -0.828 0.499 0.257 1.8423 -1.1044 -2.4969 -0.4859
C 0.680 0.432 -0.226 0.9868 -0.3025 0.1278 -0.1744
C 1.557 1.243 -0.972 -2.7431 1.3556 1.7998 -0.0483
C 2.777 0.589 -0.945 1.4858 0.9532 -3.6568 -0.2108
N 2.710 -0.596 -0.395 -0.4512 -0.7297 0.8761 0.0262
N 1.435 -0.677 0.063 -0.8023 -1.1297 1.3231 0.0021
C -1.456 -0.473 -0.809 -0.5763 0.7477 1.2918 0.0502
C -2.059 0.372 -1.658 0.1889 -2.7291 -1.5065 -0.1456
N -1.874 1.678 -1.292 0.4087 2.5702 1.3209 0.0357
N -1.237 1.810 -0.199 -1.1755 -0.1365 -1.5062 0.1004
H -0.374 0.722 2.053 3.3607 2.5091 2.4893 0.0514
H 1.278 2.283 -1.211 0.5008 -0.8841 -0.3010 0.1098
H 3.578 0.927 -1.732 -0.9685 -0.9906 2.3393 0.1423
H 1.126 -1.471 0.712 0.9278 1.6713 -1.5668 0.1979
H -1.390 -1.563 -0.861 0.1261 0.5925 0.1548 0.1190
H -2.513 0.103 -2.656 0.4266 0.5967 1.4459 0.1268
```
Positions in Å, forces in eV/Å.

The total energy comes out at -526.37730 a.u. The energy above the lowest of the compared OMol25 structures with the same formula, charge and spin comes out at 93.6 kcal/mol. The calculation puts the maximum force at 5.1 eV/A. As for the total charge: 0. Its frontier orbital gap is 0.328 Eh.

A structure of composition C18H26InO28S6. Source: the OMol25 dataset; level of theory: ωB97M-V with the def2-TZVPD basis set.

Structure (XYZ):
```
79
Properties=species:S:1:pos:R:3:forces:R:3:lowdin_charge:R:1
In 4.399 3.400 2.682 -0.2801 0.2046 -0.7342 1.1587
C 2.551 -1.044 1.698 1.7102 2.2630 -0.0636 0.2280
C 2.937 0.352 1.469 -0.8841 -0.1348 0.2024 -0.3015
C 1.785 1.383 1.300 0.6530 -0.4296 -0.2099 -0.2924
O 2.055 2.560 1.204 0.2613 -0.0212 0.5635 0.0243
C 0.458 0.868 1.101 1.0893 1.1266 -0.3445 0.2329
C 0.137 -0.501 1.135 -1.1083 -1.1967 -0.1928 -0.2944
C 1.232 -1.470 1.629 -2.2631 -2.4762 0.2832 -0.3278
O 0.987 -2.652 1.911 -0.3403 1.3984 -0.4889 0.1584
O -0.986 -0.852 0.773 1.3970 -0.8628 0.8275 0.1270
O 4.079 0.735 1.505 0.3264 0.1516 0.2267 0.0316
H 3.349 -1.700 2.027 -0.1553 -0.2798 -0.0547 0.1678
H -0.251 1.594 0.715 -0.1980 -0.0765 0.2648 0.1398
C 0.251 4.114 -0.963 0.5691 -1.3339 -1.0890 -0.1884
C 0.953 5.005 -1.983 -0.0786 0.6127 0.4921 -0.1126
O 1.980 5.542 -1.129 1.1677 0.9954 0.5623 -0.2087
S 1.489 5.900 0.342 -1.3614 -0.2617 -1.4665 0.6629
O 0.991 7.238 0.455 0.5792 -1.3772 0.0966 -0.1935
O 2.500 5.426 1.248 -0.5090 0.0202 -0.1591 -0.3388
O 0.186 4.886 0.224 0.4776 0.8906 0.9210 -0.1827
H 0.853 3.220 -0.757 0.4409 0.2968 -0.1442 0.0936
H -0.688 3.668 -1.280 -0.5330 0.9478 0.2810 0.1125
H 0.351 5.834 -2.363 -0.2908 -0.1006 0.2804 0.1417
H 1.490 4.605 -2.838 -0.1807 -0.6817 0.2917 0.1269
C -2.361 -3.344 2.880 -0.0260 1.2820 1.0029 -0.2008
C -1.938 -2.207 3.881 -0.1075 -0.6206 -1.5977 -0.1541
O -2.068 -2.823 5.148 0.1453 1.1050 1.0688 -0.1686
S -3.433 -3.612 5.154 -0.6780 -1.9767 -0.5483 0.6496
O -4.556 -2.751 5.038 0.4492 0.3529 -0.3225 -0.1969
O -3.471 -4.646 6.135 0.7436 0.8290 -0.8162 -0.1943
O -3.070 -4.275 3.681 -0.5011 -0.2266 0.7430 -0.1864
H -1.467 -3.764 2.424 -0.1906 -0.5370 0.1648 0.1209
H -3.043 -2.919 2.144 0.2265 -0.0627 0.3427 0.0806
H -2.609 -1.377 3.659 -0.0632 0.2289 0.8664 0.1269
H -0.907 -1.908 3.729 0.0792 -0.0765 0.2952 0.1104
C 1.933 -1.674 -1.791 -1.9932 1.8798 0.2508 -0.2004
C 0.413 -1.715 -2.160 -0.2525 -0.8829 0.3270 -0.1379
O 0.310 -2.354 -3.435 0.6170 0.3302 -0.6082 -0.1761
S 1.739 -2.470 -4.148 -0.0506 -0.6676 0.1082 0.6720
O 2.122 -1.253 -4.794 -0.4314 -0.6490 0.0202 -0.2159
O 1.794 -3.759 -4.777 0.2476 1.7957 0.8243 -0.1929
O 2.570 -2.458 -2.738 0.6988 -0.9969 -0.2321 -0.1744
H 2.047 -1.942 -0.739 0.4676 -0.9906 -0.3858 0.1069
H 2.202 -0.612 -1.806 0.5939 -0.1476 -0.5248 0.1096
H -0.068 -0.738 -2.180 0.1106 0.0403 -0.0906 0.1305
H -0.141 -2.396 -1.513 -0.0223 0.2786 0.2254 0.1177
C -3.634 -4.675 0.560 0.1822 0.6811 0.1671 -0.1416
C -2.571 -3.775 -0.030 0.3912 -0.2717 -1.5409 -0.1740
O -3.300 -2.820 -0.824 -0.4309 0.3370 -0.9681 -0.1971
S -4.657 -2.413 -0.115 -0.4906 -0.9476 1.0778 0.6515
O -5.766 -2.390 -1.014 1.2183 -0.0854 0.5208 -0.1877
O -4.421 -1.296 0.758 -0.0233 -0.4441 -0.4742 -0.2371
O -4.692 -3.751 0.831 -0.7510 0.7126 0.0436 -0.1891
H -3.233 -5.132 1.464 -0.5810 0.0348 0.1777 0.1256
H -4.026 -5.446 -0.100 0.2961 0.0552 -0.2390 0.1453
H -1.975 -4.367 -0.727 0.2276 0.3132 0.0231 0.1435
H -1.961 -3.153 0.624 -0.0215 -0.7221 -0.0035 0.0764
C -3.192 1.517 1.232 0.4410 -0.6112 1.1937 -0.1577
C -2.715 1.181 -0.185 -0.1246 0.4590 -0.9950 -0.1700
O -2.573 2.458 -0.829 -0.7103 1.1272 -0.0956 -0.2339
S -3.635 3.502 -0.157 -1.2761 -1.8017 -0.5659 0.6504
O -4.961 3.096 -0.554 1.4217 0.6754 0.3235 -0.2051
O -3.153 4.820 -0.323 0.1320 -0.2322 0.2504 -0.1913
O -3.386 2.936 1.323 0.3163 0.4614 -0.4176 -0.1782
H -2.431 1.238 1.964 0.2031 0.3411 0.0527 0.1155
H -4.076 1.001 1.595 -0.2729 -0.0028 -0.6724 0.1232
H -3.423 0.548 -0.717 -0.0621 0.1161 0.0112 0.1252
H -1.710 0.783 -0.329 -0.6070 -0.2407 0.5238 0.0831
C 5.391 0.069 -2.483 1.1769 -0.2877 -2.2800 -0.1699
C 5.644 1.110 -3.557 -0.3016 -0.2067 -0.4919 -0.1256
O 5.620 2.366 -2.810 -0.1329 0.1632 0.8424 -0.1670
S 4.451 2.280 -1.705 0.0182 -0.0294 -0.7303 0.6470
O 3.223 2.812 -2.222 0.8453 -0.4069 0.4938 -0.2098
O 4.882 2.691 -0.393 0.0881 -0.2335 -1.2783 -0.2954
O 4.337 0.679 -1.780 -0.6018 -0.3186 1.6154 -0.2120
H 6.333 -0.200 -1.997 -0.3506 0.7005 1.0619 0.1419
H 5.134 -0.875 -2.970 -0.9339 0.1773 0.2444 0.1398
H 4.840 1.158 -4.293 -0.2133 -0.1072 0.1669 0.1377
H 6.549 0.934 -4.133 0.3754 0.6318 0.5026 0.1447
```
Positions in Å, forces in eV/Å.

The total energy comes out at -5386.87029 a.u. The energy above the lowest of the compared OMol25 structures with the same formula, charge and spin comes out at 65.4 kcal/mol. The calculation puts the maximum force at 3.4 eV/A. As for the total charge: +1. Its frontier orbital gap is 0.157 Eh.

A cluster of 2 separate species, C5H4O4S2 in total. Source: the OMol25 dataset; level of theory: ωB97M-V with the def2-TZVPD basis set.

Structure (XYZ):
```
15
Properties=species:S:1:pos:R:3:forces:R:3:lowdin_charge:R:1
C -1.120 0.686 -2.788 4.9280 -3.7525 0.5263 0.0069
C -0.096 -0.031 -2.626 -6.9590 4.8083 -1.3533 0.0325
C 0.100 -0.481 0.590 2.4496 1.8318 0.7237 -0.3796
C 1.655 -0.764 0.456 -2.3530 -1.0074 -0.4590 -0.7342
C -1.062 -1.062 0.740 -3.5516 -0.2281 0.2420 -0.7839
O 2.046 -0.744 1.644 2.0185 -0.4070 -0.3978 -0.1177
O 1.052 1.978 0.669 0.0553 -0.7432 0.5496 -0.4235
O 2.146 -0.964 -0.661 0.6947 0.0560 0.5814 -0.0524
O -1.072 1.706 1.774 -0.0142 -0.8301 0.5786 -0.4500
S -1.810 -2.487 0.055 0.4410 0.1444 0.3250 0.1559
S 0.206 1.065 1.454 0.9193 1.8486 0.4338 0.6688
H -2.074 1.099 -2.915 -0.5651 0.3264 0.0063 -0.0260
H 0.826 -0.384 -2.420 2.5763 -1.3531 0.8535 -0.0392
H -1.780 -0.393 1.340 0.8181 -1.1512 -0.9019 0.0459
H 0.983 0.777 2.687 -1.4579 0.4573 -1.7083 0.0965
```
Positions in Å, forces in eV/Å.

The total energy comes out at -1290.12633 a.u. The energy above the lowest of the compared OMol25 structures with the same formula, charge and spin comes out at 32.5 kcal/mol. The calculation puts the maximum force at 8.6 eV/A. As for the total charge: -2. Its frontier orbital gap is 0.215 Eh.